Below is a 7-piece molecular cluster, C48H65F5O14 overall in a non-equilibrium geometry, with properties calculated with ωB97M-V/def2-TZVPD.

Each line ends with the Mulliken charge.
CARTESIAN COORDINATES (ANGSTROEM)
C  -0.47  -1.04  4.10  -0.567
C  0.69  -0.33  4.60  -0.666
C  2.12  -0.38  3.90  1.067
C  2.59  0.58  2.95  -0.315
C  1.66  1.80  2.51  1.136
F  2.32  2.70  1.59  -0.337
F  1.21  2.61  3.61  -0.328
C  0.41  1.20  1.68  0.157
C  -1.03  1.79  1.73  -0.549
C  -2.22  1.18  0.90  -0.626
C  -1.99  -0.07  0.00  -0.620
C  -0.55  -0.69  -0.05  0.077
C  -0.20  -1.99  -0.91  0.978
F  -1.37  -2.62  -1.43  -0.263
F  0.48  -2.90  -0.02  -0.249
F  0.77  -1.67  -1.93  -0.218
C  0.62  -0.05  0.77  -0.165
C  4.07  0.29  2.34  -0.129
O  4.93  1.19  2.17  -0.582
C  4.35  -1.28  2.04  0.097
C  3.88  -2.23  2.97  0.880
C  3.98  -3.83  2.89  -0.703
C  5.23  -4.42  2.11  0.549
C  5.57  -4.23  0.61  -0.139
C  6.77  -4.85  -0.14  -0.564
C  7.74  -5.76  0.65  -0.562
C  7.45  -5.97  2.18  -0.746
C  6.23  -5.34  2.93  0.558
C  6.06  -5.70  4.47  -1.163
C  3.10  -1.63  4.26  -0.185
O  3.25  -2.05  5.42  -0.570
H  -0.90  -0.90  3.05  0.115
H  -1.03  -1.75  4.81  0.282
H  0.55  0.29  5.55  0.338
H  -1.25  2.72  2.35  0.491
H  -3.28  1.62  0.93  0.355
H  -2.87  -0.49  -0.59  0.339
H  1.65  -0.53  0.68  0.069
H  4.88  -1.61  1.09  0.013
H  3.04  -4.19  2.32  0.247
H  3.88  -4.23  3.96  0.412
H  4.85  -3.56  0.00  0.309
H  6.95  -4.65  -1.26  0.422
H  8.63  -6.26  0.13  0.289
H  8.18  -6.67  2.72  0.142
H  7.06  -6.17  4.81  0.336
H  5.29  -6.57  4.54  0.270
H  5.71  -4.84  5.14  0.306
C  -2.40  8.69  2.27  -0.692
C  -1.86  7.57  3.13  -0.473
O  -2.55  6.34  2.88  -0.377
C  -2.22  5.47  1.90  0.814
C  -1.28  5.92  0.82  -0.883
O  -2.74  4.38  1.85  -0.619
H  -2.25  8.48  1.21  0.213
H  -1.91  9.63  2.51  0.399
H  -3.47  8.80  2.42  0.113
H  -0.78  7.44  3.03  0.347
H  -2.04  7.81  4.18  0.332
H  -1.85  6.33  -0.01  0.235
H  -0.71  5.05  0.48  0.253
H  -0.54  6.65  1.16  0.356
C  3.34  -7.53  -3.96  -0.689
C  4.51  -6.62  -3.65  -0.534
O  5.02  -6.87  -2.33  -0.357
C  5.94  -7.81  -2.04  0.754
C  6.25  -8.86  -3.07  -1.075
O  6.44  -7.84  -0.94  -0.527
H  3.64  -8.58  -3.96  0.305
H  2.92  -7.29  -4.94  0.145
H  2.56  -7.43  -3.21  0.283
H  5.30  -6.68  -4.40  0.370
H  4.16  -5.58  -3.65  0.343
H  5.61  -9.73  -2.90  0.270
H  7.30  -9.16  -2.94  0.322
H  6.15  -8.52  -4.09  0.363
C  -7.58  7.08  1.27  -0.704
C  -7.13  8.53  1.15  -0.552
O  -5.73  8.61  0.88  -0.315
C  -5.18  8.55  -0.35  0.816
C  -6.04  8.08  -1.49  -1.069
O  -4.01  8.80  -0.51  -0.568
H  -7.43  6.54  0.34  0.206
H  -8.64  7.03  1.53  0.303
H  -7.00  6.57  2.04  0.327
H  -7.71  9.09  0.41  0.352
H  -7.29  9.03  2.11  0.328
H  -5.92  7.01  -1.61  0.244
H  -5.69  8.58  -2.40  0.328
H  -7.09  8.33  -1.39  0.348
C  -13.12  3.90  2.65  -0.946
C  -13.16  4.53  1.27  -0.420
O  -12.11  5.49  1.11  -0.352
C  -10.86  5.19  0.73  0.746
C  -10.42  3.76  0.73  -1.013
O  -10.08  6.08  0.45  -0.583
H  -12.19  3.35  2.82  0.271
H  -13.96  3.22  2.79  0.350
H  -13.18  4.68  3.42  0.298
H  -13.14  3.78  0.47  0.363
H  -14.10  5.07  1.15  0.301
H  -9.96  3.52  1.69  0.249
H  -9.68  3.62  -0.07  0.331
H  -11.22  3.05  0.52  0.359
C  5.90  2.28  -1.89  -1.075
C  6.44  1.16  -1.03  -0.293
O  5.74  -0.07  -1.30  -0.216
C  6.06  -0.93  -2.27  0.722
C  7.00  -0.50  -3.36  -1.170
O  5.52  -2.02  -2.31  -0.511
H  6.04  2.09  -2.95  0.304
H  6.39  3.23  -1.64  0.385
H  4.82  2.40  -1.73  0.290
H  7.52  1.03  -1.14  0.339
H  6.26  1.39  0.02  0.267
H  6.43  -0.09  -4.19  0.284
H  7.55  -1.38  -3.71  0.305
H  7.75  0.22  -3.03  0.374
C  0.35  -4.07  -4.18  -0.549
C  0.19  -4.34  -5.66  -0.691
O  0.86  -5.56  -6.04  -0.350
C  0.30  -6.78  -5.96  0.855
C  -0.98  -6.95  -5.18  -1.041
O  0.86  -7.73  -6.46  -0.566
H  -0.12  -4.86  -3.59  0.267
H  -0.10  -3.12  -3.91  0.245
H  1.40  -4.05  -3.90  0.197
H  -0.85  -4.34  -5.99  0.393
H  0.68  -3.54  -6.22  0.358
H  -0.73  -7.22  -4.15  0.226
H  -1.55  -7.76  -5.64  0.331
H  -1.62  -6.07  -5.19  0.342

## Properties
2S+1: 1
SMILES: C=CC1=C(C(F)(F)c2cccc(C(F)(F)F)c2)C(=O)C=C(Cc2ccccc2C)C1=O.CCOC(C)=O.CCOC(C)=O.CCOC(C)=O.CCOC(C)=O.CCOC(C)=O.CCOC(C)=O
Lowest unoccupied orbital energy: -1.03 eV
Charge: 0
Largest force on an atom: 4.81 eV Å⁻¹
Highest occupied orbital energy: -7.86 eV
Orbital gap: 6.83 eV


Below is C30H33BBrN7O3S4SnTe as an isolated structure, with properties calculated with ωB97M-V/def2-TZVPD.

Each line ends with the Mulliken charge.
CARTESIAN COORDINATES (ANGSTROEM)
Sn  -1.53  1.80  -0.77  0.396
C  0.89  -3.59  -0.25  -0.754
C  -0.24  -3.13  -1.15  -0.758
N  0.18  -2.22  -2.22  0.641
C  0.49  -2.79  -3.53  -0.632
C  1.96  -3.15  -3.69  -1.079
C  0.34  -0.90  -2.03  -0.818
S  0.02  -0.26  -0.43  0.623
N  0.86  -0.20  -3.03  0.073
C  0.63  1.10  -3.23  -0.237
O  -0.39  1.72  -2.87  -0.637
C  1.68  1.84  -3.99  0.436
C  2.78  1.18  -4.55  0.098
C  3.76  1.90  -5.21  -0.721
C  3.66  3.28  -5.31  -0.344
C  2.57  3.94  -4.76  -0.703
C  1.58  3.22  -4.11  -0.551
H  0.50  -4.24  0.54  0.342
H  1.37  -2.73  0.22  0.044
H  1.65  -4.14  -0.80  0.324
H  -1.01  -2.62  -0.56  0.159
H  -0.71  -3.98  -1.64  0.447
H  0.19  -2.08  -4.29  0.431
H  -0.14  -3.68  -3.64  0.434
H  2.58  -2.28  -3.51  0.184
H  2.15  -3.50  -4.71  0.373
H  2.26  -3.94  -3.01  0.325
H  2.84  0.10  -4.45  0.462
H  4.61  1.39  -5.64  0.414
H  4.43  3.84  -5.82  0.402
H  2.49  5.02  -4.84  0.410
H  0.73  3.72  -3.66  0.430
C  2.86  2.02  -0.86  -0.798
N  2.74  2.23  0.57  0.503
C  3.69  1.92  1.51  -0.296
C  3.20  2.33  2.71  -0.808
N  1.96  2.89  2.50  0.291
B  1.13  3.60  3.61  -0.237
N  -0.20  2.80  3.86  0.343
C  -1.46  3.28  3.58  -0.613
C  -2.37  2.36  3.99  -0.601
N  -1.66  1.32  4.53  0.409
C  -2.26  0.13  5.11  -0.837
C  -0.35  1.60  4.43  0.131
S  0.94  0.57  5.00  -0.383
C  1.69  2.83  1.18  0.007
S  0.33  3.50  0.38  -0.465
H  3.89  1.76  -1.08  0.292
H  2.59  2.93  -1.39  0.399
H  2.21  1.21  -1.18  0.035
H  4.61  1.43  1.25  0.432
H  3.63  2.29  3.69  0.504
H  0.81  4.70  3.26  -0.110
H  1.80  3.58  4.62  -0.138
H  -1.58  4.22  3.08  0.514
H  -3.44  2.33  3.90  0.546
H  -2.78  0.39  6.03  0.331
H  -1.48  -0.59  5.33  0.330
H  -2.96  -0.29  4.38  0.200
Br  -2.82  -0.65  -3.68  -0.084
C  -3.61  -1.08  -2.02  -0.074
C  -4.52  -2.12  -1.95  -0.561
C  -5.09  -2.39  -0.72  -0.480
C  -4.72  -1.63  0.38  -0.625
C  -3.78  -0.63  0.21  0.647
N  -3.24  -0.36  -0.98  0.207
C  -3.31  0.20  1.41  0.044
O  -3.93  0.05  2.46  -0.788
O  -2.30  0.95  1.22  -0.214
H  -4.78  -2.68  -2.84  0.452
H  -5.81  -3.19  -0.62  0.431
H  -5.13  -1.79  1.37  0.559
Te  1.49  -0.62  2.99  0.527
C  0.12  -2.18  3.21  -0.252
C  -1.15  -2.20  2.72  0.785
C  -1.84  -3.41  3.02  -0.839
C  -1.06  -4.28  3.73  -0.470
S  0.49  -3.64  4.03  -0.190
H  -1.58  -1.38  2.17  -0.080
H  -2.85  -3.62  2.73  0.412
H  -1.32  -5.27  4.08  0.398

## Properties
2S+1: 1
Lowest unoccupied orbital energy: -0.40 eV
Charge: 0
Largest force on an atom: 0.17 eV Å⁻¹
Highest occupied orbital energy: -7.43 eV
Orbital gap: 7.03 eV


Below is one molecule with the formula C4H6FN3 in a non-equilibrium geometry, with properties calculated with ωB97M-V/def2-TZVPD.

Each line ends with the Mulliken charge.
CARTESIAN COORDINATES (ANGSTROEM)
H  0.82  -2.56  0.02  0.307
N  -0.15  -2.30  -0.03  -0.731
C  -0.34  -1.03  -0.08  0.177
C  -1.65  -0.33  -0.03  0.606
F  -2.78  -0.93  0.01  -0.295
C  -1.52  1.02  -0.02  -0.661
C  -0.02  1.31  -0.03  -0.326
N  0.62  0.00  -0.13  0.262
N  1.92  -0.53  0.05  -0.791
H  -2.16  1.85  0.03  0.453
H  0.24  1.97  -0.92  0.274
H  0.13  1.86  1.00  0.241
H  2.53  -0.24  -0.77  0.243
H  2.38  -0.09  0.89  0.242

## Properties
2S+1: 1
SMILES: [H]/N=C1/C(F)=CCN1N
Lowest unoccupied orbital energy: 0.71 eV
Charge: 0
Largest force on an atom: 3.58 eV Å⁻¹
Highest occupied orbital energy: -8.74 eV
Orbital gap: 9.44 eV